# C22H20CrN3O2S

C22H20CrN3O2S as an isolated structure at a distorted geometry (ωB97M-V/def2-TZVPD, the OMol25 dataset).

Summary:
- HOMO (spin up / spin down): -0.271 / -0.277 hartree
- 2S+1: 4
- Lowest unoccupied orbital energy (spin up / spin down): -0.27 / -0.40 eV
- Energy above the lowest of the compared OMol25 structures with the same formula, charge and spin: 17.2 kJ/mol
- <S²>: 3.8056
- Kohn-Sham gap (spin up / spin down): 7.1 / 7.1 eV
- DFT total energy: -70963.748 eV

Atoms and positions in Å:
Cr 0.3166 -0.7039 -0.2146
C 2.5368 -4.2726 -0.4015
C 1.4485 -3.3347 0.0494
O 1.3333 -2.2343 -0.6013
C 0.6337 -3.6796 1.1158
C -0.4271 -2.9007 1.6168
C -1.2495 -3.4157 2.7579
N -0.7151 -1.7142 1.1084
N -1.7827 -1.0355 1.6565
C -1.9316 0.1036 1.0460
O -1.1406 0.4449 0.0563
C -3.0000 1.0337 1.4492
C -3.9031 0.7183 2.4610
C -4.8735 1.6319 2.8350
C -4.9557 2.8678 2.2072
C -4.0628 3.1843 1.1927
C -3.0905 2.2725 0.8158
H 3.0960 -3.8052 -1.2089
H 2.1169 -5.2162 -0.7512
H 3.2130 -4.4895 0.4253
H 0.8199 -4.6355 1.5852
H -0.9117 -4.4034 3.0626
H -2.3014 -3.4561 2.4778
H -1.1723 -2.7243 3.5973
H -3.8342 -0.2444 2.9497
H -5.5747 1.3843 3.6220
H -5.7089 3.5845 2.5087
H -4.1218 4.1435 0.6941
H -2.3846 2.5110 0.0327
C -0.3670 -0.4586 -3.1994
C 0.7635 0.4645 -2.8471
C 1.3519 1.2911 -3.8158
C 2.3740 2.1306 -3.4699
C 2.8242 2.1637 -2.1341
C 3.8635 3.0091 -1.6959
C 4.2464 2.9899 -0.3812
C 3.6190 2.1376 0.5384
C 2.5995 1.2921 0.1482
S 1.8152 0.2258 1.2866
C 2.1875 1.2998 -1.2106
N 1.1749 0.4632 -1.5886
H -0.5928 -0.3990 -4.2616
H -1.2646 -0.1852 -2.6397
H -0.1072 -1.4924 -2.9581
H 0.9860 1.2483 -4.8324
H 2.8435 2.7700 -4.2075
H 4.3427 3.6654 -2.4113
H 5.0422 3.6409 -0.0425
H 3.9250 2.1285 1.5763

Atoms 1-2, force components in eV/Å:
0.1 -0.1 1.5
0.0 0.1 -0.1